[1]
C22H28N2O3S | the ωB97M-V functional and the def2-TZVPD basis

Properties
Kohn-Sham gap: 8.4 eV
E_HOMO: -7.823 eV
SMILES: CCc1ccc(OC[C@@H]2c3cc(OC)c(OC)cc3CCN2C(=S)NC)cc1

Geometry as ORCA input:
```
! RIJCOSX wB97M-V def2-TZVPD def2/J DEFGRID3
* xyz 0 1
C -6.4897 -1.1998 0.5670
C -5.2313 -1.9866 0.9095
C -3.9910 -1.5891 0.1499
C -3.9495 -0.5408 -0.7597
C -2.7780 -0.2215 -1.4179
C -1.6071 -0.9393 -1.1829
O -0.5124 -0.5140 -1.8879
C 0.7314 -1.1259 -1.6902
C 1.4557 -0.7325 -0.3705
C 1.5288 0.7591 -0.1651
C 0.3559 1.4439 0.1311
C 0.3209 2.8179 0.3139
O -0.8338 3.4974 0.6099
C -2.0368 2.7748 0.7115
C 1.5241 3.5415 0.2070
O 1.7053 4.8852 0.3478
C 0.6121 5.7607 0.5086
C 2.6955 2.8387 -0.0477
C 2.7219 1.4660 -0.2308
C 4.0288 0.7531 -0.4473
C 3.7669 -0.5920 -1.1174
N 2.7768 -1.3291 -0.3628
C 2.9897 -2.5133 0.2552
S 1.7255 -3.4559 0.7718
N 4.2710 -2.9337 0.4082
C 4.5859 -4.1588 1.1016
C -1.6380 -1.9974 -0.2823
C -2.8198 -2.3061 0.3659
H -6.7367 -1.3050 -0.4870
H -6.3631 -0.1439 0.7958
H -7.3276 -1.5746 1.1512
H -5.0258 -1.8810 1.9796
H -5.4163 -3.0496 0.7270
H -4.8331 0.0415 -0.9677
H -2.7471 0.5860 -2.1341
H 1.3297 -0.7928 -2.5434
H 0.6528 -2.2200 -1.7212
H 0.8948 -1.1720 0.4626
H -0.5532 0.8764 0.2333
H -2.2795 2.2534 -0.2191
H -2.8025 3.5211 0.9193
H -2.0068 2.0508 1.5321
H 0.0809 5.5789 1.4449
H 1.0503 6.7587 0.5271
H -0.0903 5.6873 -0.3244
H 3.6094 3.4101 -0.0995
H 4.6963 1.3585 -1.0625
H 4.5145 0.5982 0.5218
H 4.6802 -1.1764 -1.2304
H 3.3678 -0.4120 -2.1219
H 4.9985 -2.2354 0.4153
H 5.5891 -4.4739 0.8207
H 3.8669 -4.9212 0.8062
H 4.5312 -4.0411 2.1884
H -0.7635 -2.5932 -0.0747
H -2.8258 -3.1313 1.0637
*
```

***

[2]
C2H4F3O4STl | the ωB97M-V functional and the def2-TZVPD basis

Properties
Kohn-Sham gap (spin up / spin down): 9.9 / 5.5 eV
E_HOMO (spin up / spin down): -14.533 / -14.523 eV

Geometry as ORCA input:
```
! RIJCOSX wB97M-V def2-TZVPD def2/J DEFGRID3
* xyz 1 2
Tl 2.6574 2.0215 0.9632
C -1.8493 -0.8902 2.0507
F -1.5110 -0.5877 3.3072
F -1.2928 -2.0533 1.6916
F -3.1138 -1.0554 2.0962
S -1.3297 0.5453 0.7903
O -0.0380 0.9365 1.3172
O -1.3523 0.0487 -0.6083
O -2.3818 1.5798 0.9876
C 1.9438 -0.2022 -2.3372
O 1.3816 0.4093 -1.1851
H 1.4748 0.1645 -3.2503
H 2.9549 0.2043 -2.3134
H 2.0043 -1.2905 -2.3368
H 0.4522 0.1693 -1.1729
*
```

***

[3]
C19H25IN15O3V | the ωB97M-V functional and the def2-TZVPD basis

Properties
Kohn-Sham gap (spin up / spin down): 5.1 / 4.8 eV
E_HOMO (spin up / spin down): -11.474 / -11.426 eV

Geometry as ORCA input:
```
! RIJCOSX wB97M-V def2-TZVPD def2/J DEFGRID3
* xyz 1 2
V -1.1938 -0.0943 0.6916
N 0.5496 -1.1563 1.2056
N 0.5054 -2.5677 1.0957
C -0.5812 -2.9909 0.1620
O -0.3221 -4.0488 -0.4055
O -1.5258 -2.1847 -0.0280
H 1.2418 -0.6844 0.5625
H 0.8613 -0.9560 2.1467
H 1.2600 -2.8627 0.4640
O -0.3385 0.1156 -1.3494
C -0.3210 1.4742 -1.8780
C -1.6793 1.6384 -2.5590
C -2.7438 2.3395 -1.6364
C -3.3683 1.4875 -0.5629
C -4.4356 2.0814 0.1338
C -5.0450 1.3388 1.1379
C -4.9249 -0.0507 1.1377
C -3.9056 -0.6107 0.3557
N -3.0224 0.1988 -0.2984
H 0.6148 -0.2964 -1.4638
H 0.4782 1.5057 -2.6970
H -0.1558 2.1252 -1.0318
H -2.0205 0.7592 -3.0623
H -1.5134 2.3845 -3.3329
H -3.5592 2.8736 -2.1277
H -2.2340 3.1618 -1.1686
H -4.7650 3.0705 -0.1549
H -5.7075 1.7891 1.8603
H -5.5179 -0.6459 1.8467
H -3.7766 -1.6707 0.2247
N -0.8112 1.2638 4.2127
C -1.4394 0.0334 4.0105
N -1.6579 -0.8721 5.0344
N -1.9097 -2.0103 4.3380
N -1.8918 -1.8188 3.0558
N -1.6556 -0.5158 2.8041
C -0.4632 2.1315 3.2135
N 0.0414 3.3427 3.3154
N 0.5331 3.6297 2.0574
N 0.2415 2.6767 1.2161
N -0.3837 1.6303 1.9387
H -0.8533 1.6401 5.1615
I 3.8302 -0.8346 3.3019
C 4.1493 0.5506 1.7675
C 4.9672 1.6918 2.0391
C 5.2168 2.5755 0.9859
C 4.5522 2.4377 -0.1984
C 3.7307 1.3189 -0.2561
N 3.5324 0.3768 0.6549
H 5.3628 1.8407 3.0156
H 5.9394 3.3646 1.1525
H 4.6089 3.1404 -0.9917
H 3.3021 1.1726 -1.2528
C 0.3228 -3.5507 -3.6801
N 1.7316 -3.1830 -3.3303
C 2.8754 -3.7564 -3.9933
C 1.8991 -2.0809 -2.6972
N 1.8616 -0.9696 -2.2994
H -0.1886 -3.9787 -2.7775
H 0.4402 -4.2936 -4.4273
H -0.2979 -2.7446 -3.9880
H 3.6229 -4.1997 -3.3410
H 3.3926 -2.9957 -4.5738
H 2.5441 -4.5368 -4.7369
*
```

***

[4]
C6H12N2O4 | the ωB97M-V functional and the def2-TZVPD basis

Properties
Kohn-Sham gap: 9.7 eV
E_HOMO: -9.329 eV
SMILES: C[C@H](NC(=O)[C@@H](N)CO)C(=O)O

Geometry as ORCA input:
```
! RIJCOSX wB97M-V def2-TZVPD def2/J DEFGRID3
* xyz 0 1
C -2.3220 -1.6319 -0.5153
C -1.5286 -0.3937 -0.2122
N -0.5430 -0.5836 0.8205
C 0.8108 -0.3993 0.7783
O 1.5021 -0.5248 1.7821
C 1.3952 0.1719 -0.4712
N 1.1764 1.6008 -0.6304
C 2.9008 -0.2319 -0.5374
O 3.6912 0.4149 0.4474
C -2.4324 0.6948 0.2499
O -3.5967 0.5996 0.5188
O -1.7331 1.8283 0.4709
H -1.6239 -2.4482 -0.7590
H -2.9807 -1.4296 -1.3836
H -2.9601 -1.9420 0.2923
H -0.9848 -0.0542 -1.1003
H -0.8817 -0.6183 1.7810
H 0.9501 -0.3337 -1.3494
H 0.1553 1.9235 -0.4961
H 1.7615 2.0899 0.0393
H 3.3305 -0.0315 -1.5272
H 2.9498 -1.3349 -0.4209
H 3.2928 0.1934 1.3010
H -2.3295 2.4405 0.9215
*
```

***

[5]
C3H8O2 | the ωB97M-V functional and the def2-TZVPD basis

Properties
Kohn-Sham gap: 10.9 eV
E_HOMO: -9.900 eV
SMILES: COCOC

Geometry as ORCA input:
```
! RIJCOSX wB97M-V def2-TZVPD def2/J DEFGRID3
* xyz 0 1
C -1.6926 -0.6713 -0.2911
O -0.9508 0.1561 0.6617
C -0.0925 1.0199 -0.0059
O 1.0622 0.3769 -0.4961
C 1.7101 -0.6983 0.1791
H -2.4627 -1.2962 0.2591
H -0.9688 -1.2114 -0.6576
H -2.1203 -0.0526 -1.1012
H 0.2315 1.7828 0.7238
H -0.6432 1.6200 -0.7360
H 0.9617 -1.4852 0.3397
H 2.2126 -0.4161 1.1369
H 2.3484 -1.1074 -0.5818
*
```